# 1
# C4H7N4O2S

An isolated ion of composition C4H7N4O2S and charge +1 at a distorted geometry (the ωB97M-V functional and the def2-TZVPD basis, OMol25).

Geometry as XYZ:
```
18
Properties=species:S:1:pos:R:3:forces:R:3
C 0.40765 2.03254 0.03518 0.854 0.428 0.120
C -0.99429 2.23341 -0.06382 2.018 -0.779 -0.055
C 0.66543 0.68881 0.21241 -3.484 -1.126 0.022
C -0.79521 -1.35750 0.30578 -0.660 -0.972 -0.379
N -1.57085 1.03547 -0.04872 0.426 0.414 0.305
N -0.65821 0.03417 0.16204 2.355 3.404 -0.805
N 0.15495 -1.82365 0.98843 -0.724 0.232 0.239
N -1.86892 -1.99741 -0.29668 0.956 1.365 1.657
O 3.45223 0.44322 0.06872 -1.014 0.237 0.488
O 1.94349 -0.75880 -1.34359 -0.115 -0.625 -0.038
S 2.11718 -0.54825 0.07711 1.476 1.231 -0.487
H 1.21962 2.77914 -0.07300 -0.943 -0.465 0.302
H -1.52973 3.17248 -0.14197 -0.157 -0.368 -0.209
H -2.50958 0.97173 -0.38969 -0.640 -1.064 0.269
H 3.80401 0.62231 0.96598 -0.208 -0.309 -0.361
H 0.14505 -2.81554 0.97739 0.221 -1.205 0.140
H -2.14060 -1.73348 -1.19437 -0.421 0.903 -1.629
H -1.84222 -2.97865 -0.24122 0.059 -1.300 0.420
```
Forces are in eV/Å.

Properties
Energy above the lowest of the compared OMol25 structures with the same formula, charge and spin   169.30 kJ/mol
HOMO-LUMO gap   0.3258 Ha
HOMO energy   -0.4970 hartree
Net charge   +1
DFT total energy   -923.97532 a.u.
LUMO energy   -4.660 eV

---

# 2
# C4H7N5O2

A single C4H7N5O2 molecule at a distorted geometry (the ωB97M-V functional and the def2-TZVPD basis, OMol25).

Geometry as XYZ:
```
18
Properties=species:S:1:pos:R:3:forces:R:3
H 1.16654 -1.94036 0.64162 -0.508 0.147 -0.076
N 0.84960 -1.23083 -0.01482 1.864 -1.510 -0.483
C 0.00149 -0.39784 0.36072 -1.842 3.062 -0.402
N -0.82248 -0.25233 1.45784 1.204 0.950 -2.899
C -0.99616 -1.05769 2.59613 1.539 -2.871 -2.073
N -1.66696 0.74756 1.23632 -1.271 1.952 1.728
N -1.38053 1.41734 0.22933 -0.508 -0.552 -1.098
N -0.36246 0.80468 -0.40614 1.137 -2.759 0.012
C -0.12106 0.95513 -1.87759 0.617 -0.995 0.002
C 1.44782 1.08481 -2.12536 -2.240 3.552 0.107
O 1.79567 2.18076 -2.51420 0.325 -0.676 -0.286
O 2.29051 0.15682 -1.84402 0.936 -2.055 0.417
H -1.47228 -0.44008 3.28212 -0.695 0.567 1.695
H -1.63335 -1.90878 2.20588 0.681 0.424 1.369
H 0.07067 -1.37323 2.82717 -1.603 -0.010 0.533
H -0.72855 1.84544 -2.22291 1.252 -0.969 0.430
H -0.39603 0.04808 -2.51104 -0.362 0.776 1.282
H 1.95758 -0.63948 -1.32106 -0.525 0.969 -0.259
```
Forces are in eV/Å.

Properties
Energy above the lowest of the compared OMol25 structures with the same formula, charge and spin   110.63 kJ/mol
HOMO-LUMO gap   0.3544 Ha
HOMO energy   -0.3370 hartree
SMILES string   [H]/N=c1\n(C)nnn1CC(=O)O
Net charge   0
DFT total energy   -580.81720 a.u.
LUMO energy   0.476 eV

---

# 3
# C4H7N8O3

An isolated ion of composition C4H7N8O3 and charge +1 at a distorted geometry (the ωB97M-V functional and the def2-TZVPD basis, OMol25).

Geometry as XYZ:
```
22
Properties=species:S:1:pos:R:3:forces:R:3
N -3.74472 1.63026 -0.05238 0.028 0.389 0.165
C -3.58618 0.75548 0.99404 -0.147 -0.672 1.470
N -4.40490 0.61775 2.01991 -0.237 1.412 -1.033
O -3.76968 -0.13717 2.94990 0.016 -0.280 -0.753
N -2.61431 -0.56251 2.51397 1.584 -0.800 -1.213
C -2.45619 -0.11549 1.25989 -0.203 1.004 1.295
N -1.35481 -0.16486 0.38917 0.836 -1.308 0.804
N -0.35133 -0.93475 0.67326 -1.298 0.718 -0.721
O -0.12480 -1.65144 1.65787 -0.625 0.735 -0.125
C 0.63719 -1.06055 -0.44355 2.991 0.219 3.478
N 1.22898 -2.34063 -0.30872 0.413 1.309 -1.280
O 2.47439 -2.21803 -0.74252 2.213 -1.158 -1.385
N 3.12172 -0.91190 -0.23691 -0.406 1.726 0.212
C 2.12548 -0.06051 -0.19512 -2.167 -2.195 -0.775
N 1.97864 1.23823 -0.22757 1.969 1.761 1.166
H -2.82790 1.85021 -0.41318 -0.107 0.046 -0.425
H -4.24181 2.50476 0.17005 0.108 -0.911 -0.031
H 0.33547 -0.80532 -1.39474 -1.137 0.636 -1.862
H 1.22453 -2.72361 0.59978 -0.424 -0.298 1.597
H 4.20819 -0.79785 -0.34186 -2.935 -0.549 0.117
H 1.14183 1.81687 0.00516 0.586 -1.448 -0.387
H 2.85986 1.77975 -0.08393 -1.058 -0.338 -0.314
```
Forces are in eV/Å.

Properties
Energy above the lowest of the compared OMol25 structures with the same formula, charge and spin   186.16 kJ/mol
HOMO-LUMO gap (alpha / beta)   0.2857 / 0.2856 Ha
HOMO energy (alpha / beta)   -0.4582 / -0.4582 hartree
SMILES string   Nc1nonc1/N=[N+](\[O-])[C@@H]1NONC1=[NH2+]
Net charge   +1
DFT total energy   -819.81152 a.u.
LUMO energy (alpha / beta)   -4.694 / -4.696 eV

---

# 4
# C4H7NO

A 2-piece molecular cluster, C4H7NO overall at a distorted geometry (the ωB97M-V functional and the def2-TZVPD basis, OMol25).

Geometry as XYZ:
```
13
Properties=species:S:1:pos:R:3:forces:R:3
C -0.12035 0.31800 -1.31691 0.952 -1.937 -0.488
C -0.20630 1.70180 -1.45288 -0.925 0.729 0.429
C -0.26379 2.21322 -0.16579 0.289 0.314 0.370
N -0.01769 1.17994 0.73529 -0.991 0.112 -1.147
C 0.00000 0.00000 0.00000 0.361 0.345 2.046
H 0.00740 -0.41429 -2.11410 -0.266 0.322 0.192
H -0.35760 2.16531 -2.42774 0.080 0.305 0.660
H -0.55863 3.19469 0.20554 0.490 -0.265 -0.244
H -0.06903 1.21718 1.75633 -0.006 0.154 -0.920
H 0.12579 -0.88509 0.62362 0.028 -0.085 -0.885
O -0.53688 -2.06494 4.76304 -1.023 0.203 -0.685
H -1.26618 -1.42819 4.93889 0.750 -0.722 -0.205
H -0.82303 -2.55378 3.95842 0.261 0.526 0.877
```
Forces are in eV/Å.

Properties
Energy above the lowest of the compared OMol25 structures with the same formula, charge and spin   118.59 kJ/mol
HOMO-LUMO gap   0.3229 Ha
HOMO energy   -0.3036 hartree
SMILES string   c1cc[nH]c1.O
Net charge   0
DFT total energy   -286.58648 a.u.
LUMO energy   0.523 eV

---

# 5
# C4H7NO

A single C4H7NO molecule (the ωB97M-V functional and the def2-TZVPD basis, OMol25).

Geometry as XYZ:
```
13
Properties=species:S:1:pos:R:3:forces:R:3
C -1.49184 -0.94946 0.35634 -0.056 -0.070 -0.001
C 0.63381 0.22411 -1.01480 0.092 0.139 0.399
C -0.25899 -0.52804 1.13689 -0.105 -0.060 0.077
N 0.68794 0.20447 0.28084 -0.037 0.123 -0.334
C 1.42536 1.26006 -1.65762 0.337 0.004 -0.106
O 2.61138 1.28521 -1.92227 -0.407 -0.130 0.051
H -1.78561 -0.14815 -0.32683 -0.038 -0.111 0.144
H -1.30268 -1.83444 -0.25381 -0.013 0.112 0.064
H -2.31906 -1.15513 1.04034 0.133 -0.057 -0.032
H -0.53046 0.16938 1.93718 0.005 -0.123 -0.074
H 0.24355 -1.38183 1.60572 -0.025 0.119 -0.110
H 1.35557 0.77836 0.79883 -0.092 0.019 -0.079
H 0.73104 2.07546 -1.98081 0.205 0.034 0.000
```
Forces are in eV/Å.

Properties
Energy above the lowest of the compared OMol25 structures with the same formula, charge and spin   288.42 kJ/mol
HOMO-LUMO gap   0.3476 Ha
HOMO energy   -0.3208 hartree
Net charge   0
DFT total energy   -286.52179 a.u.
LUMO energy   0.729 eV

---

# 6
# C4H7NO

A 2-piece molecular cluster, C4H7NO overall (the ωB97M-V functional and the def2-TZVPD basis, OMol25).

Geometry as XYZ:
```
13
Properties=species:S:1:pos:R:3:forces:R:3
O -2.89889 -1.38155 0.28068 0.499 0.014 -0.205
C -1.79684 -1.24446 -0.18817 -0.300 -0.028 0.109
C -0.28227 1.03726 1.02740 0.036 0.004 -0.043
N 0.49285 0.61780 0.07990 -0.120 0.013 0.003
C 0.87053 0.45685 -1.18611 -0.037 0.199 -0.004
C 1.76940 -0.05186 -0.11966 0.250 -0.194 0.255
H -0.91974 -1.82087 0.17925 -0.171 0.039 -0.023
H -0.08482 0.72009 2.04293 0.018 0.049 -0.149
H -1.11992 1.67871 0.78040 0.112 -0.082 0.007
H 0.97155 1.24414 -1.92170 -0.018 -0.097 0.097
H -1.57358 -0.55505 -1.02597 -0.123 -0.065 0.105
H 1.80356 -1.12443 0.08268 -0.025 0.184 -0.047
H 2.61835 0.51075 0.28282 -0.121 -0.036 -0.104
```
Forces are in eV/Å.

Properties
Energy above the lowest of the compared OMol25 structures with the same formula, charge and spin   524.95 kJ/mol
HOMO-LUMO gap (alpha / beta)   0.3158 / 0.3158 Ha
HOMO energy (alpha / beta)   -0.2869 / -0.2869 hartree
Net charge   0
DFT total energy   -286.43170 a.u.
LUMO energy (alpha / beta)   0.787 / 0.787 eV

---

# 7
# C4H7NO

A single C4H7NO molecule at a distorted geometry (the ωB97M-V functional and the def2-TZVPD basis, OMol25).

Geometry as XYZ:
```
13
Properties=species:S:1:pos:R:3:forces:R:3
O 2.35178 -0.78778 0.37813 0.028 0.079 0.150
N 1.37027 0.16594 0.55754 0.739 -0.428 -0.333
C 0.39071 0.00162 -0.32472 -0.454 0.178 -0.131
C 0.17562 -0.99415 -1.24007 0.730 -0.245 -0.288
C -1.54676 0.39804 0.95993 -1.380 0.043 0.959
C -0.70043 0.98265 -0.06298 0.242 0.768 -0.556
H 3.02308 -0.54105 1.02763 -0.126 -0.052 -0.074
H -0.71442 -0.98283 -1.85876 0.084 0.050 0.159
H 0.91703 -1.76288 -1.43211 -0.146 0.077 0.116
H -2.41645 0.93060 1.35107 0.269 -0.139 -0.135
H -1.34276 -0.58014 1.37376 0.063 0.081 -0.074
H -1.24401 1.22464 -0.99592 0.067 -0.146 0.244
H -0.26367 1.94535 0.26649 -0.115 -0.266 -0.037
```
Forces are in eV/Å.

Properties
Energy above the lowest of the compared OMol25 structures with the same formula, charge and spin   516.37 kJ/mol
HOMO-LUMO gap (alpha / beta)   0.3322 / 0.2731 Ha
HOMO energy (alpha / beta)   -0.3120 / -0.2971 hartree
Net charge   0
DFT total energy   -286.43497 a.u.
LUMO energy (alpha / beta)   0.548 / -0.652 eV

---

# 8
# C4H7NO

A 2-piece molecular cluster, C4H7NO overall at a distorted geometry (the ωB97M-V functional and the def2-TZVPD basis, OMol25).

Geometry as XYZ:
```
13
Properties=species:S:1:pos:R:3:forces:R:3
C 0.93107 0.44695 1.68746 1.572 0.424 0.117
C 1.31780 -0.86476 1.31365 -1.725 -0.715 0.121
C 0.85415 -1.05238 0.02687 -0.615 0.157 0.181
N 0.26120 0.10812 -0.37914 1.620 0.485 -0.400
C 0.51120 1.09635 0.55556 -0.805 -0.834 0.060
H 1.12835 0.87174 2.65948 0.150 0.261 -0.152
H 1.48342 -1.67055 2.00932 0.617 -0.045 -0.085
H 0.83468 -1.90502 -0.62763 -0.078 -0.240 0.175
H -0.26136 0.22682 -1.23149 0.233 0.133 -0.034
H 0.64798 2.11593 0.25252 -0.914 0.374 0.187
O -2.20118 0.30517 -1.91672 -0.955 -0.237 -0.593
H -3.10302 0.42619 -1.57808 0.484 0.145 0.324
H -2.40429 -0.10456 -2.77179 0.416 0.091 0.099
```
Forces are in eV/Å.

Properties
Energy above the lowest of the compared OMol25 structures with the same formula, charge and spin   142.27 kJ/mol
HOMO-LUMO gap   0.3057 Ha
HOMO energy   -0.2870 hartree
SMILES string   c1cc[nH]c1.O
Net charge   0
DFT total energy   -286.57746 a.u.
LUMO energy   0.509 eV